[1]
Formula: H5N3S
Source: the OMol25 dataset
Level of theory: ωB97M-V with the def2-TZVPD basis set

The molar mass is 79.1 g/mol. Its HOMO-LUMO gap (spin up / spin down) is 9.24 / 6.68 eV. The HOMO energy (spin up / spin down) is -0.312 / -0.275 Eh. Its multiplicity is 1. The relative energy (zero: lowest compared OMol25 entry of this formula, charge and spin) is 2.260 eV. The calculation puts the total energy at -565.310033 Ha.

Element x y z (Å)
1 N -0.2259 1.5968 -1.7455
2 N -1.6407 -1.6630 1.1531
3 N 0.2243 0.5001 -1.1620
4 S -1.0774 -0.0832 1.3609
5 H -1.1617 1.7147 -1.9124
6 H 0.6215 2.0652 -1.9067
7 H -0.8423 -2.1952 0.8463
8 H -2.4262 -1.7320 0.5093
9 H -0.5450 -0.1394 -0.9064

Forces on the atoms, in the same order (eV/Å):
2.6 -2.0 1.3
0.4 0.9 -0.6
-0.5 -1.9 0.9
-0.4 0.0 0.4
-2.2 1.1 -0.8
-0.2 2.2 -1.1
-0.2 -0.8 0.1
0.2 -0.1 0.2
0.2 0.5 -0.5

[2]
Formula: H5N3S
Source: the OMol25 dataset
Level of theory: ωB97M-V with the def2-TZVPD basis set

The molar mass is 79.1 g/mol. Its HOMO-LUMO gap is 9.16 eV. The HOMO energy is -0.349 Eh. Its multiplicity is 1. The relative energy (zero: lowest compared OMol25 entry of this formula, charge and spin) is 1.103 eV. The calculation puts the total energy at -565.352540 Ha.

Element x y z (Å)
1 N 1.3629 0.6397 -0.3262
2 N -2.0935 -0.7541 0.5442
3 N -1.3510 1.7448 0.5795
4 S -1.5240 0.5793 -0.3406
5 H 0.4979 0.1031 -0.2700
6 H 1.7262 0.4982 -1.1754
7 H -2.1026 -1.5745 -0.0406
8 H -2.3685 -0.6632 1.5257
9 H 1.1538 1.6119 -0.2277

Forces on the atoms, in the same order (eV/Å):
-1.4 -0.3 3.6
0.5 0.9 -1.2
-0.3 -1.4 -1.9
-1.3 1.6 3.2
1.1 0.3 0.1
1.9 -0.7 -4.0
-0.4 -0.5 0.7
0.2 -0.3 -0.7
-0.3 0.5 0.2

[3]
Formula: H5N3S2
Source: the OMol25 dataset
Level of theory: ωB97M-V with the def2-TZVPD basis set

The molar mass is 111.2 g/mol. Its HOMO-LUMO gap is 8.23 eV. The HOMO energy is -0.317 Eh. Its multiplicity is 1. The relative energy (zero: lowest compared OMol25 entry of this formula, charge and spin) is 1.311 eV. The calculation puts the total energy at -963.520181 Ha.

Element x y z (Å)
1 N 0.7423 0.2868 0.3487
2 N -0.3590 -0.7285 -2.2967
3 N 0.0846 0.3264 1.6567
4 S -0.8617 -0.9279 -0.9167
5 S -2.3344 0.3088 -0.5589
6 H 1.1711 1.1401 -0.0479
7 H 1.5363 -0.4551 0.3790
8 H -0.3961 -0.5531 1.5941
9 H -0.3890 0.2088 -2.6798
10 H 0.8060 0.3939 2.5215

Forces on the atoms, in the same order (eV/Å):
2.6 -2.0 0.9
2.3 -0.6 -1.5
2.7 1.4 0.8
-2.6 1.3 0.5
0.5 -0.7 0.5
-0.8 -0.2 1.0
-1.6 1.7 -0.3
-0.3 -0.3 1.1
-0.7 0.0 -0.2
-2.1 -0.6 -2.8

[4]
Formula: H5NO2SSi
Source: the OMol25 dataset
Level of theory: ωB97M-V with the def2-TZVPD basis set

The molar mass is 111.2 g/mol. Its HOMO-LUMO gap is 10.36 eV. The HOMO energy is -0.367 Eh. Its multiplicity is 1. The relative energy (zero: lowest compared OMol25 entry of this formula, charge and spin) is 0.592 eV. The calculation puts the total energy at -895.883323 Ha.

Element x y z (Å)
1 N -0.1762 0.2450 -0.8445
2 O 1.8822 1.2236 0.6259
3 O 2.3750 -0.8614 -0.5754
4 Si -1.1027 -0.2602 0.5834
5 S 1.5369 -0.1594 0.3726
6 H -0.1033 1.2346 -1.0378
7 H -0.2419 -0.2679 -1.7105
8 H -0.9743 0.7914 1.5694
9 H -2.4792 -0.3305 0.0626
10 H -0.7165 -1.6152 0.9543

Forces on the atoms, in the same order (eV/Å):
-0.2 0.2 0.0
-0.1 -0.2 0.0
-0.4 0.1 0.3
-1.6 -0.2 -1.0
2.3 0.3 -0.2
0.0 0.1 0.1
0.0 -0.2 0.0
0.2 0.1 0.4
-0.3 0.0 0.3
0.1 -0.1 0.2

[5]
Formula: H5NOSi2
Source: the OMol25 dataset
Level of theory: ωB97M-V with the def2-TZVPD basis set

The molar mass is 91.2 g/mol. Its HOMO-LUMO gap is 9.44 eV. The HOMO energy is -0.363 Eh. Its multiplicity is 1. The relative energy (zero: lowest compared OMol25 entry of this formula, charge and spin) is 1.983 eV. The calculation puts the total energy at -711.983520 Ha.

Element x y z (Å)
1 N -0.3753 -0.1794 -0.9082
2 O 0.8347 0.1835 1.3536
3 Si -0.6066 -1.2482 0.3167
4 Si 0.7804 1.0600 0.0364
5 H -1.1092 0.0575 -1.5891
6 H -1.7837 -0.9574 1.2038
7 H 0.1322 -2.4337 0.5158
8 H 1.9619 0.9763 -0.6898
9 H 0.1655 2.5413 -0.2393

Forces on the atoms, in the same order (eV/Å):
-0.1 1.5 -1.1
-1.8 -1.5 -0.2
1.1 3.5 2.9
-2.8 0.1 -1.5
0.7 0.0 0.5
0.2 -0.8 -0.4
0.3 -1.2 0.0
1.7 0.3 -1.0
0.6 -1.7 0.7

[6]
Formula: H5NS2
Source: the OMol25 dataset
Level of theory: ωB97M-V with the def2-TZVPD basis set

The molar mass is 83.2 g/mol. Its HOMO-LUMO gap is 9.02 eV. The HOMO energy is -0.322 Eh. Its multiplicity is 1. The relative energy (zero: lowest compared OMol25 entry of this formula, charge and spin) is 0.365 eV. Its SMILES is SS.N. The calculation puts the total energy at -854.100286 Ha.

Element x y z (Å)
1 S -0.7173 1.2074 0.4071
2 S -0.9814 -0.6782 -0.4123
3 H 0.3656 0.8596 1.1326
4 H 0.2585 -1.1908 -0.5721
5 N 2.6131 -0.8577 0.0243
6 H 2.0241 -0.0756 -0.2493
7 H 3.5051 -0.5356 -0.3666
8 H 2.4233 -1.6270 -0.6168

Forces on the atoms, in the same order (eV/Å):
0.9 -0.1 -0.1
-0.6 -0.8 -0.1
-0.3 0.2 0.2
-0.1 0.6 0.0
0.8 0.3 -0.8
-0.4 -0.2 0.0
0.1 -0.1 0.6
-0.4 0.0 0.2

[7]
Formula: H5O2
Source: the OMol25 dataset
Level of theory: ωB97M-V with the def2-TZVPD basis set

The molar mass is 37.0 g/mol. Its HOMO-LUMO gap is 14.18 eV. The HOMO energy is -0.681 Eh. Its charge is +1. Its multiplicity is 1. The relative energy (zero: lowest compared OMol25 entry of this formula, charge and spin) is 0.076 eV. The calculation puts the total energy at -153.187558 Ha.

Element x y z (Å)
1 O 0.6337 -0.9711 -0.3628
2 H 1.6013 -0.9211 -0.3131
3 H 0.2728 -1.4244 -1.1417
4 O -0.5911 0.9246 0.5229
5 H -1.0439 1.4229 -0.1686
6 H -1.0316 1.1160 1.3605
7 H 0.1589 -0.1469 0.1030

Forces on the atoms, in the same order (eV/Å):
0.7 -0.4 0.4
0.0 -0.3 -0.3
0.1 0.2 0.0
0.1 0.1 -0.2
0.0 0.1 0.0
0.1 -0.2 0.1
-1.0 0.4 -0.1

[8]
Formula: H5O2
Source: the OMol25 dataset
Level of theory: ωB97M-V with the def2-TZVPD basis set

The molar mass is 37.0 g/mol. Its HOMO-LUMO gap is 14.91 eV. The HOMO energy is -0.704 Eh. Its charge is +1. Its multiplicity is 1. The relative energy (zero: lowest compared OMol25 entry of this formula, charge and spin) is 0.033 eV. The calculation puts the total energy at -153.189132 Ha.

Element x y z (Å)
1 O -0.4935 1.0911 -0.0330
2 H -1.3806 1.0946 -0.4395
3 H 0.1112 1.7006 -0.4340
4 O 0.4935 -1.0644 0.1232
5 H 1.1285 -1.3414 0.7692
6 H 0.4329 -1.7344 -0.5872
7 H -0.0818 0.0365 0.0846

Forces on the atoms, in the same order (eV/Å):
-1.2 -1.0 0.6
0.3 0.4 0.0
0.5 0.9 -0.6
-0.6 -0.6 -1.1
0.6 -0.2 0.8
0.0 0.4 0.4
0.3 0.2 -0.2

[9]
Formula: H5PSi
Source: the OMol25 dataset
Level of theory: ωB97M-V with the def2-TZVPD basis set

The molar mass is 64.1 g/mol. Its HOMO-LUMO gap (spin up / spin down) is 5.15 / 7.95 eV. The HOMO energy (spin up / spin down) is -0.159 / -0.417 Eh. Its multiplicity is 3. The relative energy (zero: lowest compared OMol25 entry of this formula, charge and spin) is 1.718 eV. The calculation puts the total energy at -633.593648 Ha.

Element x y z (Å)
1 Si -0.1722 -0.5206 0.6303
2 P -0.4685 0.8811 -1.0932
3 H 1.1660 -1.1172 0.6502
4 H -0.3760 0.2499 1.8553
5 H -1.1686 -1.5837 0.5143
6 H 0.4181 0.2430 -1.9474
7 H 0.6013 1.8475 -0.6094

Forces on the atoms, in the same order (eV/Å):
-1.4 0.0 0.1
-0.2 -1.8 0.9
0.3 0.2 -0.4
0.1 0.2 0.4
-0.1 -0.2 0.2
0.4 0.3 -1.1
0.9 1.4 0.0

[10]
Formula: H6IO3
Source: the OMol25 dataset
Level of theory: ωB97M-V with the def2-TZVPD basis set

The molar mass is 180.9 g/mol. Its HOMO-LUMO gap is 7.91 eV. The HOMO energy is -0.159 Eh. Its charge is -1. Its multiplicity is 1. The relative energy (zero: lowest compared OMol25 entry of this formula, charge and spin) is 0.187 eV. The calculation puts the total energy at -527.124763 Ha.

Element x y z (Å)
1 I -0.0840 -0.6994 -0.1594
2 O -0.4411 -3.7112 2.0577
3 H -0.2513 -3.0161 1.4007
4 H -1.2542 -3.4141 2.4758
5 O 2.4025 1.8223 -0.8737
6 H 1.7026 1.1934 -0.5903
7 H 3.2215 1.3590 -0.6766
8 O -1.6405 2.4389 -1.4624
9 H -2.5306 2.0877 -1.3671
10 H -1.1248 1.9394 -0.8049

Forces on the atoms, in the same order (eV/Å):
-0.1 0.0 0.1
0.0 0.0 -0.1
0.0 0.0 0.1
0.0 0.1 -0.1
-0.2 -0.1 0.2
0.2 0.2 -0.2
-0.1 -0.1 0.0
0.0 0.2 0.3
0.1 -0.1 0.0
-0.1 -0.1 -0.3